1.
DFT (wB97M-V/def2-TZVPD) results for CH4NOP as an isolated structure.

Element x y z (Å)
C -0.65 0.25 -0.11
N -1.77 0.77 0.02
O 1.92 -0.34 0.07
P 0.91 1.06 -0.07
H -0.66 -1.00 -0.75
H -2.54 0.23 -0.17
H 1.60 -1.17 -0.35
H 1.04 1.53 1.25

## Properties
Largest force on an atom: 6.326 eV/Å
Orbital gap (alpha / beta): 6.3 / 6.0 eV
Electronic energy: -13922.1931 eV
Multiplicity: 3
Charge: 0

These are the natural (NBO) partial charges, in e, on atoms 1 to 5: C -0.522; N -0.529; O -0.980; P 1.036; H 0.219

=====

2.
DFT (wB97M-V/def2-TZVPD) results for one molecule with the formula CH4NOPS.

Element x y z (Å)
C -0.60 -0.47 0.96
O 0.16 -1.37 0.10
P 1.14 -0.60 -0.97
N 0.13 0.79 -1.28
S -0.44 1.58 0.15
H -1.61 -0.48 0.90
H -0.14 -0.14 1.89
H 2.05 0.06 0.06
H -0.70 0.64 -1.80

## Properties
Largest force on an atom: 4.746 eV/Å
Orbital gap: 9.2 eV
Electronic energy: -24761.7798 eV
Structure (SMILES): C1OPNS1
Charge: 0

These are the natural (NBO) partial charges, in e, on atoms 1 to 5: C -0.064; O -0.795; P 1.054; N -1.069; S 0.186

=====

3.
DFT (wB97M-V/def2-TZVPD) results for one molecule with the formula CH4NOPS.

Element x y z (Å)
C 0.49 0.42 -0.55
O 0.21 -1.06 -0.48
N -0.94 -1.39 0.37
S -2.23 -0.33 -0.11
P -1.05 1.38 -0.04
H 1.29 0.55 0.13
H 0.61 0.61 -1.66
H -1.18 -2.43 0.24
H -0.80 0.98 1.26

## Properties
Largest force on an atom: 3.606 eV/Å
Orbital gap: 9.2 eV
Electronic energy: -24760.3525 eV
Structure (SMILES): C1ONSP1
Charge: 0

These are the natural (NBO) partial charges, in e, on atoms 1 to 5: C -0.363; O -0.426; N -0.505; S 0.095; P 0.402

=====

4.
DFT (wB97M-V/def2-TZVPD) results for a 2-piece molecular cluster, CH4NOS overall.

Element x y z (Å)
C 0.44 -0.86 0.11
N -0.59 -0.07 -0.50
O 0.26 1.98 0.12
S -2.05 -0.19 0.12
H 0.41 -0.87 1.21
H 0.33 -1.90 -0.24
H 1.41 -0.47 -0.22
H -0.22 2.38 -0.60

## Properties
Largest force on an atom: 0.916 eV/Å
Orbital gap (alpha / beta): 6.5 / 6.9 eV
Electronic energy: -15472.4752 eV
Charge: -1

These are the natural (NBO) partial charges, in e, on atoms 1 to 5: C -0.448; N -0.484; O -0.989; S -0.039; H 0.174

=====

5.
DFT (wB97M-V/def2-TZVPD) results for a 2-piece molecular cluster, CH4O2 overall.

Element x y z (Å)
O -1.22 0.97 0.53
C -0.09 0.62 0.77
H 0.74 1.07 0.24
H 0.11 -0.12 1.57
H 1.59 -1.48 -0.50
H 1.31 -1.15 -1.96
O 0.86 -1.19 -1.09

## Properties
Largest force on an atom: 0.773 eV/Å
Orbital gap (alpha / beta): 3.4 / 10.3 eV
Electronic energy: -5194.8382 eV
Multiplicity: 2
Charge: -1

These are the natural (NBO) partial charges, in e, on atoms 1 to 5: O -0.579; C 0.217; H 0.110; H 0.085; H 0.264

=====

6.
DFT (wB97M-V/def2-TZVPD) results for a 2-piece molecular cluster, CH4O2 overall.

Element x y z (Å)
C 0.00 0.00 0.00
O -0.28 0.02 1.21
H 0.09 -0.92 -0.63
H 0.14 0.98 -0.52
O 1.26 -1.45 2.69
H 1.74 -1.79 1.90
H 0.32 -1.65 2.51

## Properties
Largest force on an atom: 3.515 eV/Å
Orbital gap: 10.8 eV
Electronic energy: -5195.5775 eV
Structure (SMILES): C=O.O
Charge: 0

These are the natural (NBO) partial charges, in e, on atoms 1 to 5: C 0.254; O -0.495; H 0.119; H 0.121; O -0.936

=====

7.
DFT (wB97M-V/def2-TZVPD) results for one molecule with the formula CH4O2P2.

Element x y z (Å)
C -0.33 0.36 -1.31
O 1.11 0.18 3.27
O -0.32 -0.34 1.29
P 0.72 0.70 1.97
P -0.91 -1.04 -0.10
H -0.76 1.43 -1.03
H 0.84 0.44 -1.23
H -0.61 0.22 -2.44
H 0.25 -1.94 -0.40

## Properties
Largest force on an atom: 4.058 eV/Å
Orbital gap (alpha / beta): 7.5 / 6.5 eV
Electronic energy: -23771.2123 eV
Multiplicity: 3
Charge: 0

These are the natural (NBO) partial charges, in e, on atoms 1 to 5: C -0.982; O -0.883; O -1.068; P 1.329; P 0.950

=====

8.
DFT (wB97M-V/def2-TZVPD) results for an isolated ion of composition CH4O2PS and charge -1.

Element x y z (Å)
O -1.25 0.92 1.19
P -0.96 0.45 -0.18
O -1.52 -1.16 -0.24
C 0.89 -0.22 -0.16
S 1.99 1.20 0.06
H -2.36 -1.37 -0.50
H 1.31 -0.65 -1.10
H 1.06 -0.99 0.69
H 0.86 1.84 0.23

## Properties
Largest force on an atom: 3.689 eV/Å
Orbital gap: 6.6 eV
Electronic energy: -25322.4648 eV
Structure (SMILES): [O-]P(O)CS
Charge: -1

These are the natural (NBO) partial charges, in e, on atoms 1 to 5: O -1.184; P 1.283; O -1.057; C -0.889; S -0.139

=====

What did the second record say?
DFT (wB97M-V/def2-TZVPD) results for one molecule with the formula CH4NOPS.

Element x y z (Å)
C -0.60 -0.47 0.96
O 0.16 -1.37 0.10
P 1.14 -0.60 -0.97
N 0.13 0.79 -1.28
S -0.44 1.58 0.15
H -1.61 -0.48 0.90
H -0.14 -0.14 1.89
H 2.05 0.06 0.06
H -0.70 0.64 -1.80

## Properties
Largest force on an atom: 4.746 eV/Å
Orbital gap: 9.2 eV
Electronic energy: -24761.7798 eV
Structure (SMILES): C1OPNS1
Charge: 0

These are the natural (NBO) partial charges, in e, on atoms 1 to 5: C -0.064; O -0.795; P 1.054; N -1.069; S 0.186